*one*
{
  "formula": "C2H4O3S",
  "method": "ωB97M-V/def2-TZVPD",
  "elements": ["C", "C", "O", "O", "O", "S", "H", "H", "H", "H"],
  "xyz": [[-0.96501, 0.25887, 0.68022], [0.70911, -0.92028, -0.01501], [1.20388, 1.71262, -0.66445], [-0.57553, 0.64921, -2.00303], [-0.55845, -1.04809, 0.51601], [0.17211, 0.70810, -0.77521], [-1.92976, 0.41146, 0.46219], [-0.48531, 0.76457, 1.53601], [1.45345, -0.66286, 0.73280], [0.97551, -1.87360, -0.46951]],
  "e_homo_ha": -0.403,
  "orbital_gap_ha": 0.429,
  "lumo_energy_ev": 0.69
}

***

*two*
{
  "formula": "C2H4O3S",
  "method": "ωB97M-V/def2-TZVPD",
  "elements": ["O", "C", "C", "O", "H", "H", "O", "S", "H", "H"],
  "xyz": [[-2.09040, -0.80232, -0.68720], [-0.98514, -0.44906, -0.88382], [0.10636, 0.01505, -1.38350], [0.74915, 1.19797, -0.92780], [0.82586, -0.69052, -1.80733], [0.09877, 1.89119, -0.56547], [1.06754, -0.76499, 1.41465], [0.01334, 0.05867, 2.44538], [1.30981, -0.24785, 0.73079], [-1.09529, -0.20814, 1.66430]],
  "smiles": "O=C=CO.OS",
  "e_homo_ha": -0.336,
  "orbital_gap_ha": 0.330,
  "lumo_energy_ev": -0.18
}

***

Of them, *one* has the highest stability.

***

*one*
{
  "formula": "C3H14N2O2",
  "method": "ωB97M-V/def2-TZVPD",
  "elements": ["N", "C", "C", "C", "N", "H", "H", "H", "H", "H", "H", "H", "H", "H", "H", "H", "H", "O", "H", "H", "O"],
  "xyz": [[-1.54222, 0.01524, 2.99715], [-1.74158, -0.36934, 1.50952], [-0.44193, -0.52064, 0.83681], [-0.48813, -1.05705, -0.49985], [0.86374, -1.39802, -0.95807], [-2.44889, -0.20584, 3.41793], [-1.34338, 1.03063, 3.08513], [-2.44318, 0.29281, 1.12021], [-2.26466, -1.35768, 1.40830], [0.07562, 0.52278, 1.03229], [0.14241, -1.37708, 1.36985], [-0.92381, -0.38922, -1.21223], [-1.10941, -2.03330, -0.45024], [1.10148, -2.26762, -0.36801], [0.67266, -1.83172, -1.86928], [3.96297, 0.13829, -1.07705], [2.46429, -0.02363, -0.99212], [3.13182, 0.58975, -1.38171], [-0.33003, 1.73434, -2.49753], [-0.27285, 3.14435, -2.50725], [-0.19483, 2.40832, -1.84484]],
  "charge": -1,
  "s2": 0.7504,
  "e_homo_ha": [0.039, -0.241],
  "orbital_gap_ha": [0.096, 0.374],
  "multiplicity": 2,
  "lumo_energy_ev": [3.67, 3.62]
}

***

*two*
{
  "formula": "C3H14N2O2",
  "method": "ωB97M-V/def2-TZVPD",
  "elements": ["C", "C", "N", "C", "N", "H", "H", "H", "H", "H", "H", "H", "H", "H", "H", "H", "H", "O", "H", "H", "O"],
  "xyz": [[0.58740, -1.29817, 0.48254], [0.23748, 0.14462, 0.06989], [-0.01958, 0.22666, -1.37550], [-1.35130, 0.91419, -1.87715], [-1.27330, 1.28526, -3.24807], [-0.02072, -2.07687, 0.03005], [0.61900, -1.47791, 1.56558], [1.53574, -1.72591, 0.32004], [-0.65373, 0.51312, 0.69321], [1.05842, 0.86179, 0.19445], [-0.09260, -0.73263, -1.69997], [-1.62618, 1.72645, -1.13077], [-2.10476, 0.05795, -1.58223], [-0.65878, 2.10756, -3.35487], [-1.01437, 0.49421, -3.80982], [-2.06723, -2.29214, 6.87383], [-0.72017, -1.84246, 6.61775], [-1.17436, -2.69585, 6.95325], [3.66338, 1.76565, -1.90302], [2.16227, 1.72109, -1.80771], [2.91341, 2.32339, -2.01148]],
  "charge": -1,
  "s2": 0.7504,
  "e_homo_ha": [0.040, -0.231],
  "orbital_gap_ha": [0.075, 0.348],
  "multiplicity": 2,
  "lumo_energy_ev": [3.14, 3.17]
}

***

*three*
{
  "formula": "C3H14N2O2",
  "method": "ωB97M-V/def2-TZVPD",
  "elements": ["N", "C", "C", "C", "N", "H", "H", "H", "H", "H", "H", "H", "H", "H", "H", "H", "H", "O", "H", "H", "O"],
  "xyz": [[-1.41035, -0.11040, 0.78812], [-0.18272, 0.18185, -0.00072], [-0.30151, 1.57300, -0.57042], [1.11776, 0.07706, 0.79974], [1.51937, -1.30633, 1.07432], [-1.35719, -1.05864, 1.17370], [-1.30775, 0.45107, 1.63901], [-0.08970, -0.59572, -0.76608], [0.42617, 1.69864, -1.38777], [-1.27291, 1.77592, -1.01046], [0.00428, 2.29228, 0.19367], [0.89388, 0.57332, 1.75751], [1.91276, 0.56295, 0.23584], [0.67991, -1.89206, 1.10308], [1.90728, -1.42379, 2.01540], [-4.66672, 0.71728, -0.73168], [-3.85474, 0.57908, -1.96950], [-4.76105, 0.61037, -1.67293], [3.15794, -1.60045, -0.22153], [4.22283, -1.33027, -1.27660], [3.36247, -1.77518, -1.17267]],
  "charge": -1,
  "s2": 0.7505,
  "e_homo_ha": [0.037, -0.218],
  "orbital_gap_ha": [0.099, 0.349],
  "multiplicity": 2,
  "lumo_energy_ev": [3.72, 3.56]
}

***

Of them, *three* has the highest stability.

***

*one*
{
  "formula": "C3H13O3S",
  "method": "ωB97M-V/def2-TZVPD",
  "elements": ["C", "C", "C", "S", "H", "H", "H", "H", "H", "H", "H", "H", "H", "O", "H", "H", "O", "H", "H", "O"],
  "xyz": [[0.35118, 1.65412, 0.06569], [0.24968, 0.26892, -0.58960], [-0.20840, -0.85744, 0.33026], [0.82625, -1.12753, 1.76621], [0.54182, 2.38203, -0.62450], [1.26786, 1.69510, 0.72481], [-0.44182, 1.88845, 0.75003], [-0.60204, 0.42431, -1.40977], [1.22374, 0.13296, -0.81641], [-0.26868, -1.72478, -0.33655], [-1.21306, -0.76796, 0.76960], [1.30908, -1.46847, -2.79674], [-0.07993, -1.78151, -3.01475], [0.73223, -1.67603, -3.55026], [1.57714, 0.33776, 4.72809], [1.69331, -0.96392, 4.09207], [1.56020, -0.61152, 5.01382], [-2.30540, 0.34551, -1.24705], [-3.12742, 1.39049, -2.08623], [-3.08574, 0.45952, -1.76872]],
  "charge": -1,
  "e_homo_ha": -0.107,
  "orbital_gap_ha": 0.227,
  "lumo_energy_ev": 3.27
}

***

*two*
{
  "formula": "C3H13O3S",
  "method": "ωB97M-V/def2-TZVPD",
  "elements": ["C", "C", "C", "S", "H", "H", "H", "H", "H", "H", "H", "H", "H", "O", "H", "H", "O", "H", "H", "O"],
  "xyz": [[0.42447, 1.74593, 0.06802], [0.31899, 0.33043, -0.55832], [-0.13869, -0.88427, 0.30272], [1.02285, -1.14128, 1.72865], [0.30992, 2.58818, -0.75579], [1.20396, 1.87345, 0.85537], [-0.51495, 1.99073, 0.68609], [-0.24548, 0.32464, -1.44491], [1.32944, -0.10022, -1.04620], [-0.21489, -1.86884, -0.26914], [-1.24084, -0.68705, 0.47462], [1.34861, -1.26714, -3.00003], [0.20994, -2.22431, -2.86313], [0.56787, -1.57809, -3.45536], [0.75545, -0.16991, 5.12185], [1.51851, -0.74381, 3.89198], [1.61803, -0.57925, 4.91901], [-2.20001, 0.57010, -1.23030], [-3.01916, 1.36777, -1.82629], [-3.05402, 0.45290, -1.59885]],
  "charge": -1,
  "e_homo_ha": -0.113,
  "orbital_gap_ha": 0.234,
  "lumo_energy_ev": 3.29
}

***

Of them, *one* has the highest stability.

***

*one*
{
  "formula": "C5H13NO3Si",
  "method": "ωB97M-V/def2-TZVPD",
  "elements": ["C", "C", "N", "Si", "O", "C", "O", "C", "O", "C", "H", "H", "H", "H", "H", "H", "H", "H", "H", "H", "H", "H", "H"],
  "xyz": [[-3.51420, -0.15839, -0.08533], [-2.06863, -0.06709, 0.38558], [-1.06693, -0.33612, -0.28184], [0.78897, -0.21775, 0.21563], [1.53855, -1.44474, -0.56853], [1.18619, -2.05177, -1.79946], [1.34167, 1.25095, -0.17921], [1.86354, 2.00446, -1.30417], [1.08725, -0.47586, 1.76315], [0.77877, 0.33222, 2.84363], [-4.00332, -0.70794, 0.69945], [-3.46903, -0.49026, -1.19560], [-4.08941, 0.87486, -0.19117], [-2.03338, 0.02065, 1.45447], [0.12542, -1.85042, -2.23766], [1.40593, -3.17204, -1.54317], [1.80167, -1.65558, -2.70153], [2.54128, 1.30941, -1.83945], [2.51779, 2.88152, -1.04668], [1.06218, 2.28982, -1.99984], [1.65883, 0.13204, 3.52142], [-0.18429, 0.06796, 3.40532], [0.73114, 1.46408, 2.68498]],
  "smiles": "C/C=N/[Si](OC)(OC)OC",
  "e_homo_ha": -0.318,
  "orbital_gap_ha": 0.351,
  "lumo_energy_ev": 0.91
}

***

*two*
{
  "formula": "C5H13NO3Si",
  "method": "ωB97M-V/def2-TZVPD",
  "elements": ["C", "C", "C", "C", "C", "N", "O", "O", "O", "Si", "H", "H", "H", "H", "H", "H", "H", "H", "H", "H", "H", "H", "H"],
  "xyz": [[2.60946, -1.70192, -0.00687], [-1.37239, -0.47579, -1.89212], [-1.84389, -1.07588, 1.33671], [-0.84479, 1.73196, 0.13782], [3.61153, 0.64507, 0.20455], [1.32965, -1.66632, 0.04736], [0.59881, -2.56198, -0.33224], [2.88489, 1.40290, -0.59206], [0.77425, -0.38756, 0.18468], [-0.86155, -0.15758, -0.11798], [3.09179, -2.68543, -0.09749], [-2.12774, -1.19176, -2.00782], [-1.73304, 0.43184, -2.32117], [-0.48672, -1.07348, -2.32390], [-1.66196, -2.19213, 1.10317], [-1.68925, -0.81665, 2.35614], [-2.96309, -1.07442, 1.07383], [0.15455, 2.08306, -0.41617], [-1.66668, 2.16402, -0.50334], [-0.85679, 2.26829, 1.11802], [3.27091, 0.43721, 1.18627], [4.61361, 0.39347, -0.05988], [1.84539, 1.14459, -0.49037]],
  "e_homo_ha": [-0.298, -0.298],
  "orbital_gap_ha": [0.291, 0.290],
  "lumo_energy_ev": [-0.19, -0.20]
}

***

Of them, *one* has the highest stability.